The following is a DFT calculation (the ωB97M-V functional and the def2-TZVPD basis) of a structure of composition C40H78AlBF8N5O15S.

CARTESIAN COORDINATES (ANGSTROEM)
1 C 2.911 -4.061 2.597
2 C 3.902 -3.264 3.456
3 C 4.362 -1.973 2.766
4 C 4.889 -0.903 3.736
5 C 6.291 -0.402 3.378
6 C 6.293 0.619 2.228
7 C 7.353 0.333 1.169
8 C 7.446 1.450 0.123
9 C 6.644 1.209 -1.145
10 C 7.197 0.138 -2.085
11 C 6.202 -0.242 -3.194
12 C 5.497 -1.615 -3.107
13 C 5.284 -2.205 -1.731
14 C 4.326 -1.477 -0.766
15 C 3.276 -0.566 -1.390
16 C 2.356 -0.019 -0.300
17 C 1.332 -1.071 0.195
18 C -0.154 -0.617 0.179
19 C -1.159 -1.266 -0.784
20 C -1.525 -2.672 -0.282
21 F -2.391 -2.583 0.718
22 F -0.445 -3.319 0.173
23 F -2.044 -3.435 -1.260
24 C -2.395 -0.296 -0.836
25 S -3.922 -0.990 -1.599
26 N -2.139 0.929 -1.537
27 B -2.114 2.197 -0.767
28 C -3.125 2.511 0.342
29 O -1.089 3.085 -1.070
30 C -1.396 0.902 -2.770
31 C -0.279 -0.107 -2.793
32 O 0.071 -0.449 -4.152
33 C 1.244 -0.184 -4.554
34 N 2.315 0.133 -4.821
35 N -0.741 -1.383 -2.219
36 O 0.273 -2.316 -2.493
37 H 3.161 -5.115 2.551
38 H 2.915 -3.679 1.578
39 H 1.899 -3.945 2.975
40 H 3.478 -2.994 4.418
41 H 4.787 -3.873 3.635
42 H 5.121 -2.217 2.025
43 H 3.501 -1.570 2.231
44 H 4.930 -1.335 4.734
45 H 4.223 -0.045 3.741
46 H 6.921 -1.253 3.126
47 H 6.692 0.083 4.266
48 H 6.487 1.610 2.636
49 H 5.300 0.670 1.779
50 H 7.134 -0.626 0.703
51 H 8.311 0.229 1.678
52 H 7.033 2.337 0.604
53 H 8.476 1.691 -0.134
54 H 6.677 2.142 -1.711
55 H 5.597 1.039 -0.897
56 H 8.050 0.617 -2.568
57 H 7.607 -0.745 -1.596
58 H 5.483 0.585 -3.292
59 H 6.774 -0.253 -4.127
60 H 6.111 -2.315 -3.671
61 H 4.538 -1.572 -3.621
62 H 6.232 -2.366 -1.227
63 H 4.861 -3.194 -1.902
64 H 3.783 -2.257 -0.230
65 H 4.885 -0.945 0.001
66 H 2.730 -1.137 -2.141
67 H 3.773 0.281 -1.862
68 H 1.818 0.862 -0.654
69 H 2.962 0.301 0.544
70 H 1.567 -1.261 1.238
71 H 1.497 -2.014 -0.307
72 H -0.580 -0.791 1.163
73 H -0.177 0.460 0.048
74 H -2.588 -0.067 0.206
75 H -4.490 -1.801 -0.700
76 H -2.908 1.837 1.176
77 H -2.902 3.503 0.714
78 H -4.158 2.388 0.048
79 H -0.224 2.668 -1.120
80 H -0.969 1.872 -2.999
81 H -2.056 0.667 -3.616
82 H 0.597 0.243 -2.262
83 H -1.599 -1.650 -2.733
84 H -0.069 -2.977 -3.114
85 C -2.835 6.665 -0.063
86 C -3.449 7.907 -0.715
87 O -4.360 8.657 0.038
88 C -3.783 9.676 0.945
89 O -2.861 10.422 0.428
90 C -3.305 9.019 2.273
91 F -4.109 8.020 2.718
92 F -3.326 9.956 3.267
93 F -2.053 8.529 2.274
94 H -3.587 6.109 0.499
95 H -2.414 6.010 -0.834
96 H -2.026 6.922 0.617
97 H -4.024 7.556 -1.582
98 H -2.665 8.568 -1.103
99 H -4.725 10.180 1.279
100 F 1.811 -1.904 -4.489
101 Al 3.806 0.393 -6.145
102 F -5.050 2.043 2.219
103 C -4.766 -4.540 -2.731
104 O -5.932 -4.166 -3.461
105 H -5.095 -5.023 -1.814
106 H -4.162 -5.246 -3.309
107 H -4.166 -3.663 -2.480
108 H -5.655 -3.734 -4.273
109 C -7.283 -2.467 -0.725
110 O -6.957 -1.336 -0.418
111 N -8.269 -3.174 -0.143
112 C -8.610 -4.502 -0.601
113 C -9.013 -2.592 0.970
114 H -6.800 -3.019 -1.552
115 H -9.650 -4.538 -0.937
116 H -8.482 -5.232 0.203
117 H -7.968 -4.780 -1.436
118 H -9.487 -1.663 0.668
119 H -8.342 -2.369 1.799
120 H -9.771 -3.300 1.297
121 C -12.667 -0.583 -0.038
122 C -13.792 -0.032 0.816
123 O -13.340 -0.332 2.137
124 C -11.985 -0.450 2.114
125 O -11.299 -0.544 3.070
126 O -11.540 -0.464 0.829
127 H -12.498 -0.017 -0.950
128 H -12.811 -1.637 -0.288
129 H -13.900 1.049 0.716
130 H -14.751 -0.508 0.629
131 C -4.976 2.271 4.895
132 O -6.024 2.798 4.534
133 O -3.895 2.317 4.230
134 O -4.843 1.600 5.950
135 O -5.486 9.196 5.443
136 H -5.094 9.381 6.300
137 H -4.744 9.257 4.826
138 C 9.896 -3.871 -1.758
139 C 9.547 -3.033 -0.550
140 O 8.520 -2.373 -0.496
141 N 10.418 -3.032 0.489
142 C 11.677 -3.744 0.608
143 H 9.102 -3.761 -2.490
144 H 10.835 -3.539 -2.201
145 H 9.984 -4.923 -1.487
146 H 10.124 -2.453 1.260
147 H 11.650 -4.421 1.463
148 H 12.498 -3.041 0.751
149 H 11.871 -4.325 -0.286

Relative energy (zero: lowest compared OMol25 entry of this formula, charge and spin): 0.0 kJ/mol
Net charge: -1
Multiplicity: 1
HOMO: -0.11893 hartree